Formula: C6H9N3O4PSbSe4Ti
Source: the Open Molecules 2025 dataset
Level of theory: ωB97M-V/def2-TZVPD

The calculation puts the total energy at -11736.2707 hartree. The energy above the lowest of the compared OMol25 structures with the same formula, charge and spin is 0.0 kcal per mole. As for the spin multiplicity: 2. As for the net charge: -1. The calculation puts the LUMO energy (alpha / beta) at 1.564 / 1.344 eV. The value obtained for the orbital gap (alpha / beta) is 6.7 / 6.4 eV. Its HOMO energy (alpha / beta) is -5.09 / -5.09 eV.

Element x y z (Å)
1 Ti 0.237 0.196 -1.489
2 Se 0.967 1.193 -3.930
3 Sb 1.696 -1.114 -3.531
4 Se 2.586 -0.549 -1.150
5 Se -0.526 -1.945 -2.664
6 Se 3.063 -2.590 -4.803
7 C 0.932 -3.348 0.470
8 O -0.102 -2.505 1.000
9 P -0.110 -0.919 0.832
10 O -1.516 -0.596 1.555
11 C -2.717 -0.925 0.846
12 O 0.899 -0.500 2.010
13 C 1.394 0.839 2.080
14 H 0.688 -4.357 0.796
15 H 1.903 -3.050 0.863
16 H 0.940 -3.297 -0.617
17 H -3.538 -0.466 1.391
18 H -2.850 -2.007 0.818
19 H -2.695 -0.532 -0.171
20 H 2.240 0.827 2.762
21 H 0.625 1.510 2.467
22 H 1.736 1.187 1.103
23 O -1.424 1.327 -1.113
24 N -0.442 2.053 -0.686
25 C -0.674 3.202 -0.140
26 C -2.003 3.718 0.007
27 N -3.061 4.145 0.142
28 C 0.437 3.953 0.361
29 N 1.315 4.553 0.795


Formula: C29H38FIMnN4O3S
Source: the Open Molecules 2025 dataset
Level of theory: ωB97M-V/def2-TZVPD

The calculation puts the total energy at -3518.7967 hartree. As for the spin multiplicity: 2. As for the net charge: +2. The calculation puts the LUMO energy (alpha / beta) at -5.699 / -5.699 eV. The value obtained for the orbital gap (alpha / beta) is 6.8 / 6.9 eV. Its HOMO energy (alpha / beta) is -12.52 / -12.56 eV.

Element x y z (Å)
1 Mn 0.297 -0.148 -0.143
2 C 1.978 0.914 -2.361
3 C 2.140 -0.251 -3.345
4 C 3.466 -0.982 -3.107
5 C 0.932 -1.176 -3.443
6 C 0.383 -1.352 -4.711
7 C -0.741 -2.135 -4.907
8 C -1.352 -2.727 -3.817
9 C -0.847 -2.584 -2.526
10 C -1.651 -3.259 -1.416
11 C -0.964 -4.503 -0.841
12 C -2.117 -2.338 -0.285
13 C 0.324 -1.828 -2.354
14 N 0.864 -1.643 -1.040
15 C 1.876 -2.499 -0.606
16 C 2.326 -3.653 -1.250
17 C 3.364 -4.396 -0.708
18 C 3.984 -4.015 0.475
19 C 3.575 -2.856 1.124
20 C 2.547 -2.148 0.558
21 F 2.130 -0.948 1.136
22 H 2.680 1.713 -2.604
23 H 2.233 0.607 -1.338
24 H 0.972 1.345 -2.407
25 H 2.210 0.209 -4.332
26 H 3.566 -1.316 -2.073
27 H 4.301 -0.314 -3.325
28 H 3.555 -1.853 -3.756
29 H 0.854 -0.867 -5.558
30 H -1.141 -2.277 -5.903
31 H -2.254 -3.309 -3.965
32 H -2.561 -3.601 -1.911
33 H -0.141 -4.235 -0.177
34 H -0.572 -5.140 -1.633
35 H -1.684 -5.091 -0.269
36 H -1.274 -1.906 0.261
37 H -2.705 -2.923 0.426
38 H -2.756 -1.534 -0.659
39 H 1.862 -3.950 -2.181
40 H 3.697 -5.287 -1.223
41 H 4.797 -4.601 0.879
42 H 4.059 -2.501 2.024
43 O -3.787 3.377 -1.038
44 C -3.287 2.616 -1.817
45 O -2.803 1.398 -1.344
46 C -3.051 2.714 -3.252
47 C -3.422 3.770 -4.080
48 C -3.115 3.691 -5.423
49 C -2.450 2.571 -5.933
50 C -2.081 1.513 -5.120
51 C -2.394 1.606 -3.772
52 S -2.089 0.433 -2.517
53 H -3.941 4.622 -3.660
54 H -3.395 4.495 -6.089
55 H -2.221 2.528 -6.989
56 H -1.573 0.644 -5.517
57 N -2.465 -0.975 5.394
58 C -1.194 -0.792 4.601
59 C -1.472 -0.845 3.097
60 N -0.250 -0.767 2.311
61 H -2.294 -0.889 6.399
62 H -2.880 -1.896 5.228
63 H -3.163 -0.269 5.141
64 H -0.508 -1.582 4.904
65 H -0.774 0.174 4.882
66 H -2.122 -0.012 2.817
67 H -1.989 -1.774 2.842
68 H 0.335 -1.584 2.453
69 H 0.301 0.046 2.580
70 N -1.975 2.726 1.270
71 C -0.659 2.591 1.125
72 O -0.158 1.577 0.615
73 C 0.235 3.666 1.663
74 I 0.449 3.371 3.780
75 H -2.559 2.133 0.693
76 H -2.360 3.641 1.457
77 H -0.168 4.665 1.525
78 H 1.232 3.582 1.247